Entry 1:
A 2-piece molecular cluster, C3H8N2 overall at a distorted geometry, computed with wB97M-V/def2-TZVPD.

Geometry as XYZ:
```
13
Properties=species:S:1:pos:R:3:forces:R:3
C -2.25365 1.34720 -0.81410 -0.840 -1.243 1.359
N -2.12423 1.80485 0.37435 -0.906 1.625 -1.628
H -1.99706 1.81141 -1.75723 1.178 0.149 0.177
H -2.73905 0.35833 -0.87715 -0.470 0.441 -0.715
H -2.93248 1.43568 0.88079 1.045 -0.972 0.813
C 2.07445 0.11371 -0.03302 0.167 0.284 0.327
C 1.45123 -1.06086 -0.21583 -0.850 1.933 0.492
N 1.21407 -1.95977 0.81108 0.770 -0.654 -0.722
H 2.60503 0.38517 0.87299 -0.133 -0.503 0.376
H 1.95456 1.01745 -0.61496 0.157 -0.601 -0.949
H 0.89336 -1.18849 -1.13379 -0.009 -0.402 -0.033
H 1.51386 -1.61596 1.69625 -0.085 0.001 0.549
H 0.33994 -2.44871 0.81063 -0.027 -0.058 -0.047
```
Forces are in eV/Å.

As for the total energy: -228.5206 a.u. Its SMILES is C=CN.C=N. Its energy relative to the best compared isomer or geometry (same formula, charge and spin) is 3.486 eV. The HOMO-LUMO gap comes out at 0.32959 hartree. As for the HOMO energy: -8.07 eV. The calculation puts the LUMO energy at 0.0331 hartree.



Entry 2:
A 6-piece molecular cluster, ClH10O5 overall, computed with wB97M-V/def2-TZVPD.

Geometry as XYZ:
```
16
Properties=species:S:1:pos:R:3:forces:R:3
Cl 16.39950 16.09331 6.75280 -0.059 -0.039 -0.031
O 14.70550 13.04942 6.76083 0.017 -0.128 -0.173
H 14.12275 12.95525 6.00281 -0.015 0.036 0.008
H 15.23907 13.83128 6.55274 0.063 0.197 0.210
O 14.55140 15.98467 9.39192 0.022 0.089 -0.053
H 15.04662 16.01403 8.54793 -0.088 -0.077 0.081
H 15.20944 16.21442 10.05271 0.024 0.013 -0.022
O 18.17506 17.81588 8.84083 -0.197 0.015 0.011
H 17.54118 17.43866 8.19632 0.321 -0.023 0.070
H 18.06852 17.25918 9.61638 0.020 -0.059 -0.034
O 15.64897 19.32580 6.79319 -0.005 -0.020 0.042
H 15.99126 18.41564 6.74304 -0.105 0.064 -0.107
H 14.96752 19.26662 7.46859 0.009 -0.045 0.019
O 17.29029 17.49786 3.95014 -0.006 -0.096 -0.023
H 17.99587 16.91992 3.64858 0.015 -0.010 0.041
H 16.98916 17.07967 4.77964 -0.016 0.081 -0.040
```
Forces are in eV/Å.

As for the total energy: -842.5115 a.u. The net charge is -1. Its energy relative to the best compared isomer or geometry (same formula, charge and spin) is 0.143 eV. The HOMO-LUMO gap comes out at 0.36165 hartree. As for the HOMO energy: -6.13 eV. The calculation puts the LUMO energy at 0.1365 hartree.